Entry 1:
Entry from the Open Molecules 2025 dataset: a structure of composition C8H30BaN2O6 in a non-equilibrium geometry (ωB97M-V/def2-TZVPD).

Last column: natural (NBO) charge in e.
CARTESIAN COORDINATES (ANGSTROEM)
Ba (-0.12586, -0.51990, -0.37404)  1.8527
C (0.73289, 4.32139, -0.46745)  -0.6547
C (0.61757, 2.84485, -0.75688)  -0.0860
C (2.04090, 2.33844, -1.23781)  -0.0657
O (2.00564, 0.95011, -1.43074)  -0.6125
C (3.30993, 0.39294, -1.77242)  -0.2634
N (0.25286, 2.16890, 0.42130)  -0.9009
H (0.90626, 4.83678, -1.41213)  0.2341
H (1.45412, 4.77884, 0.20980)  0.2410
H (-0.27271, 4.67409, -0.23840)  0.2205
H (0.00975, 2.67717, -1.64601)  0.2187
H (2.74289, 2.65425, -0.46607)  0.1771
H (2.32793, 2.84560, -2.15895)  0.1961
H (3.27050, -0.69466, -1.83321)  0.1769
H (4.05336, 0.67036, -1.02513)  0.1990
H (3.79763, 0.86413, -2.62578)  0.2109
H (0.82063, 2.36940, 1.23219)  0.3829
H (-0.58805, 2.59941, 0.77858)  0.3678
C (-2.46166, -0.55632, 2.70863)  -0.6205
C (-1.02404, -0.94183, 3.12663)  -0.0641
C (-0.51822, -2.40388, 2.73654)  -0.0671
O (-0.52840, -2.68395, 1.34344)  -0.6085
C (0.02538, -3.87677, 0.90185)  -0.2721
N (-0.14876, -0.03757, 2.42647)  -0.8975
H (-2.71131, 0.43837, 3.07795)  0.2271
H (-3.12186, -1.38853, 2.95287)  0.2472
H (-2.54995, -0.51543, 1.62298)  0.1787
H (-0.86008, -0.82547, 4.19793)  0.2097
H (-1.13460, -3.13179, 3.26411)  0.2027
H (0.50818, -2.49132, 3.09283)  0.1820
H (-0.52008, -4.73999, 1.28320)  0.2013
H (1.03578, -4.07453, 1.25974)  0.1844
H (0.12715, -4.03074, -0.17241)  0.1956
H (-0.41931, 0.91000, 2.64789)  0.3629
H (0.63148, 0.00012, 3.06670)  0.3801
O (-2.17376, -2.07262, -1.31141)  -0.9712
H (-1.76858, -2.39058, -2.11823)  0.4787
H (-3.11276, -2.07536, -1.49717)  0.5091
O (1.08177, -2.24039, -2.05593)  -0.9915
H (2.01686, -2.37954, -2.20591)  0.5067
H (0.65005, -2.87841, -2.62406)  0.5013
O (-0.65267, 0.07201, -3.16224)  -0.9769
H (-1.43053, -0.24643, -3.62022)  0.4885
H (-0.02398, 0.25998, -3.85913)  0.5015
O (-2.42445, 0.99263, -0.84912)  -0.9785
H (-3.21506, 1.06483, -1.38388)  0.5071
H (-2.63281, 1.47139, -0.04687)  0.4890

Calculated values
Relative energy (zero: lowest compared OMol25 entry of this formula, charge and spin) ... 130.4 kJ/mol
Total charge ... +2
2S+1 ... 1
LUMO energy ... -5.65 eV
HOMO ... -0.5919 Eh



Entry 2:
Entry from the Open Molecules 2025 dataset: a structure of composition C8H30BrO11 in a non-equilibrium geometry (ωB97M-V/def2-TZVPD).

Last column: natural (NBO) charge in e.
CARTESIAN COORDINATES (ANGSTROEM)
Br (-0.30174, 0.25651, 0.99114)  -0.0555
O (0.27523, 2.65416, 0.08692)  -0.9858
H (0.63282, 2.39959, -0.76371)  0.4492
H (-0.06574, 1.84002, 0.45728)  0.3821
O (-1.20625, 1.67561, 2.93792)  -0.9409
H (-0.73375, 1.19134, 2.26083)  0.3848
H (-2.03421, 1.20534, 3.03575)  0.4432
O (0.20954, -2.30419, 0.79444)  -1.0077
H (0.29440, -2.41725, -0.15226)  0.4418
H (-0.18766, -1.43948, 0.89820)  0.3807
C (1.94578, 0.22249, -1.70971)  -0.0712
C (0.61387, 0.92794, -2.07996)  -0.1405
O (0.78848, 2.31915, -2.16045)  -0.7097
O (2.33698, 0.49678, -0.33813)  -0.7949
H (2.69242, 0.70937, -2.33707)  0.1789
H (2.06105, -0.82090, -2.00323)  0.1277
H (-0.17726, 0.68913, -1.36921)  0.2284
H (0.37130, 0.61218, -3.09462)  0.1600
H (-0.00072, 2.73705, -2.51276)  0.4908
H (1.62088, 0.24601, 0.25003)  0.5036
C (-3.50072, 0.77052, 0.34053)  -0.0920
C (-3.68106, -0.79747, 0.38927)  -0.1181
O (-3.53679, -1.34149, -0.88254)  -0.7432
O (-2.22893, 1.11256, -0.13355)  -0.7204
H (-3.57400, 1.14526, 1.36146)  0.1418
H (-4.23170, 1.32816, -0.24497)  0.1766
H (-4.73382, -0.95548, 0.62342)  0.1767
H (-3.04690, -1.24303, 1.15571)  0.1568
H (-2.63666, -1.20315, -1.18626)  0.4435
H (-1.66018, 0.59638, 0.44237)  0.3452
C (-0.16862, -2.09155, -2.13820)  -0.0917
C (-1.56740, -1.77825, -1.57938)  -0.2499
O (-1.66340, -0.35163, -1.21853)  -0.7310
O (0.81382, -2.01649, -1.12518)  -0.6773
H (0.00922, -1.31339, -2.88045)  0.1771
H (-0.22088, -3.06834, -2.61907)  0.1685
H (-1.73863, -2.37666, -0.68457)  0.2359
H (-2.34845, -2.08694, -2.27420)  0.2375
H (-1.21729, -0.16374, -0.38950)  0.4362
H (1.70457, -2.09613, -1.47419)  0.4966
C (2.63414, 0.96133, 1.82466)  -0.1667
C (4.00275, 0.30213, 2.06951)  -0.0848
O (4.02338, 0.17960, 3.52159)  -0.7551
O (1.61718, -0.01374, 2.13485)  -0.7496
H (2.64489, 1.33974, 0.80250)  0.2524
H (2.47101, 1.89261, 2.36708)  0.1660
H (4.84482, 0.83264, 1.62502)  0.1676
H (3.87855, -0.69610, 1.64975)  0.1685
H (3.15275, -0.17111, 3.72308)  0.4782
H (0.82291, 0.10288, 1.60840)  0.2894

Calculated values
Total charge ... -1
2S+1 ... 1
LUMO energy ... 2.51 eV
HOMO ... -0.1927 Eh



Entry 3:
Entry from the Open Molecules 2025 dataset: a cluster of 12 separate species, C8H30O11 in total in a non-equilibrium geometry (ωB97M-V/def2-TZVPD).

Last column: natural (NBO) charge in e.
CARTESIAN COORDINATES (ANGSTROEM)
C (3.49169, 1.94779, -0.28760)  -0.3704
C (2.50767, 2.72120, -0.71165)  -0.2044
C (1.25244, 2.76913, 0.10434)  -0.0366
C (0.12050, 2.15861, -0.45692)  -0.2445
C (-0.99061, 1.91789, 0.33819)  -0.2119
C (-0.95157, 2.29048, 1.68430)  -0.2344
C (0.10009, 3.01896, 2.19867)  -0.2064
C (1.23586, 3.21229, 1.42295)  -0.2205
H (4.31882, 1.59453, -0.90111)  0.2000
H (3.60674, 1.52125, 0.69834)  0.1967
H (2.39239, 3.08403, -1.72352)  0.2158
H (0.21109, 1.96453, -1.51857)  0.2288
H (-1.87558, 1.52368, -0.13712)  0.2194
H (-1.77709, 1.91630, 2.26959)  0.2100
H (0.11957, 3.28985, 3.24552)  0.2233
H (2.05360, 3.87024, 1.68820)  0.2206
O (0.94234, -2.74557, -1.27316)  -1.0016
H (0.80154, -3.11326, -0.40510)  0.4919
H (0.19910, -2.20380, -1.61774)  0.5021
O (-1.43731, -1.77733, -2.17321)  -0.9883
H (-1.56780, -2.44532, -2.86328)  0.4852
H (-1.19165, -1.05488, -2.80440)  0.4977
O (1.51513, 0.94214, -3.17783)  -1.0059
H (1.96646, 0.16473, -2.74284)  0.5022
H (1.95150, 1.18485, -3.99831)  0.4821
O (-0.88727, 0.09888, -4.12571)  -0.9823
H (-1.40459, 0.80468, -3.73446)  0.4791
H (0.05949, 0.25825, -3.91625)  0.5061
O (1.10785, -1.69266, 3.47312)  -0.9468
H (0.15402, -1.85910, 3.47984)  0.4762
H (1.38419, -2.61018, 3.60423)  0.4716
O (2.80974, -1.08934, -2.15310)  -0.9397
H (1.99549, -1.29961, -1.64071)  0.5026
H (2.72735, -1.68788, -2.89980)  0.4786
O (-3.96704, -1.99327, -1.09456)  -0.9459
H (-3.41351, -1.62800, -0.39670)  0.4668
H (-3.58110, -1.54241, -1.85167)  0.4731
O (-1.46279, -3.66161, 1.80326)  -0.9528
H (-0.71390, -3.18688, 1.41421)  0.4814
H (-2.14204, -3.52517, 1.13073)  0.4698
O (-0.99030, 0.40309, 4.73045)  -0.9509
H (-1.31393, 0.64725, 3.86867)  0.4693
H (-0.08463, 0.09349, 4.62516)  0.4829
O (-2.82903, -0.27312, 1.37123)  -0.9732
H (-3.69870, -0.25031, 1.77966)  0.4892
H (-2.37852, -1.06952, 1.68169)  0.4906
O (-0.12909, -1.24446, 0.76821)  -0.9895
H (-0.82853, -0.80585, 0.27821)  0.4907
H (0.59193, -0.63860, 0.94652)  0.5026

Calculated values
Relative energy (zero: lowest compared OMol25 entry of this formula, charge and spin) ... 0.0 kJ/mol
SMILES string ... C=Cc1ccccc1.O.O.O.O.O.O.O.O.O.O.O
2S+1 ... 1
LUMO energy ... 0.02 eV
HOMO ... -0.3283 Eh



Entry 4:
Entry from the Open Molecules 2025 dataset: a structure of composition C8H32BeN16O12S in a non-equilibrium geometry (ωB97M-V/def2-TZVPD).

Last column: natural (NBO) charge in e.
CARTESIAN COORDINATES (ANGSTROEM)
Be (-4.00338, -0.33098, 4.59064)  0.3888
S (-0.37534, 0.17148, 0.80373)  2.5031
O (-0.88649, 1.19544, 1.67431)  -0.6898
O (0.97241, -0.11328, 1.18778)  -0.7720
O (-1.32373, -0.95229, 0.96289)  -0.6873
O (-0.34128, 0.63937, -0.58705)  -0.7414
C (-6.61971, 3.72363, 0.40374)  0.7515
O (-6.56307, 2.69970, 1.06548)  -0.6646
N (-5.65198, 4.61592, 0.31180)  -0.8579
N (-7.65108, 4.22315, -0.22315)  -0.8281
H (-4.75891, 4.28629, 0.64923)  0.3957
H (-5.97888, 5.54538, 0.53394)  0.3907
H (-7.51480, 4.99438, -0.86090)  0.4047
H (-8.48147, 3.65551, -0.13181)  0.4078
C (2.72618, 4.28550, 5.10477)  0.7462
O (3.27506, 5.04119, 5.96942)  -0.6843
N (3.22786, 3.24353, 4.56729)  -0.7982
N (1.49811, 4.55754, 4.64165)  -0.8330
H (2.62057, 2.58572, 4.09977)  0.3778
H (3.99709, 2.78474, 5.03407)  0.4066
H (1.04736, 3.91629, 4.00468)  0.3722
H (1.02992, 5.42976, 4.84197)  0.4125
C (1.24551, 0.53418, -7.17755)  0.7328
O (2.15458, 0.27250, -7.86980)  -0.6558
N (1.38826, 0.49644, -5.90891)  -0.8170
N (0.06936, 0.88465, -7.61549)  -0.8259
H (0.65672, 0.84118, -5.30383)  0.3618
H (2.11599, 0.01946, -5.39610)  0.4089
H (-0.12434, 1.12186, -8.57794)  0.4202
H (-0.60834, 0.87025, -6.86673)  0.3746
C (-1.06298, -5.81406, 5.04895)  0.7167
O (-1.69723, -4.91252, 5.56528)  -0.6996
N (-0.79274, -5.82061, 3.80341)  -0.8160
N (-0.33990, -6.56832, 5.68117)  -0.7724
H (-1.24169, -5.15679, 3.18868)  0.4028
H (-0.52324, -6.67837, 3.34328)  0.3736
H (-0.33811, -6.64480, 6.68827)  0.4149
H (0.33892, -7.05889, 5.11667)  0.3798
C (-4.76662, -0.39288, -4.54523)  0.7381
O (-5.39268, -0.71946, -5.54396)  -0.6698
N (-4.21874, -1.24404, -3.77180)  -0.8344
N (-4.41895, 0.78886, -4.14307)  -0.8186
H (-3.50914, -1.13546, -3.06131)  0.3867
H (-4.61742, -2.16588, -3.87835)  0.4056
H (-4.58863, 1.64764, -4.64687)  0.4132
H (-3.85256, 0.63715, -3.32070)  0.3790
C (2.80617, -5.12919, -3.11943)  0.7307
O (3.04294, -5.88899, -4.04364)  -0.6997
N (3.57300, -4.13175, -2.92797)  -0.8144
N (1.72434, -5.26506, -2.42155)  -0.8283
H (3.15460, -3.55210, -2.21449)  0.3746
H (4.38932, -4.06453, -3.51892)  0.4375
H (1.15080, -6.05656, -2.67583)  0.4257
H (1.45615, -4.46343, -1.86878)  0.3738
C (1.70627, 6.29714, -1.24815)  0.7540
O (2.10821, 7.44779, -1.43780)  -0.6614
N (0.51332, 5.82599, -1.53976)  -0.8290
N (2.41806, 5.29002, -0.76645)  -0.8451
H (-0.15951, 6.37175, -2.05895)  0.4029
H (0.37298, 4.82580, -1.53383)  0.3728
H (1.98116, 4.38999, -0.62805)  0.3886
H (3.39483, 5.54160, -0.81879)  0.4170
C (5.52946, -3.67016, 4.45278)  0.7515
O (6.35131, -4.41399, 4.88146)  -0.6296
N (5.36518, -3.33586, 3.18397)  -0.8359
N (4.55059, -3.05544, 5.01691)  -0.8120
H (5.89445, -3.94942, 2.58104)  0.3862
H (4.43643, -3.17468, 2.82131)  0.3668
H (3.83410, -2.61805, 4.45529)  0.3786
H (4.28536, -3.22091, 5.97731)  0.3941

Calculated values
Relative energy (zero: lowest compared OMol25 entry of this formula, charge and spin) ... 1266.3 kJ/mol
2S+1 ... 1
LUMO energy ... -6.93 eV
HOMO ... -0.3546 Eh



| no. | HOMO-LUMO gap (eV) |
| --- | --- |
| 1 | 10.46 |
| 2 | 7.75 |
| 3 | 8.95 |
| 4 | 2.72 |